Entry from OMol25: 20 unconnected molecules or ions with the total composition C46H65Cl57F3NO5PS at a distorted geometry (the ωB97M-V functional and the def2-TZVPD basis).

```
179
C46H65Cl57F3NO5PS | OMol25 | the ωB97M-V functional and the def2-TZVPD basis
C -4.022 -5.605 4.394
C -2.877 -6.087 3.530
O -1.907 -5.040 3.353
P -1.108 -5.121 1.982
O -0.639 -6.487 1.710
C 0.270 -3.965 2.143
C 0.304 -2.998 0.944
C 1.341 -1.872 1.085
C 0.987 -0.583 0.307
C 0.356 -0.903 -1.072
C 1.407 -1.332 -2.088
C 2.095 -2.539 -1.983
C 3.074 -2.825 -2.928
C 3.389 -1.959 -3.964
C 2.688 -0.755 -4.097
C 2.969 0.261 -5.172
C 1.709 -0.481 -3.150
O 2.262 0.041 0.034
C 2.403 1.355 0.523
C 1.222 2.155 -0.001
C 1.486 3.655 -0.136
C 1.681 4.084 -1.588
C 0.389 4.144 -2.448
C 0.227 2.977 -3.425
C -0.917 4.288 -1.661
N 0.059 1.778 0.874
S 0.033 2.680 2.424
C 0.104 0.280 1.250
C -1.347 -0.178 1.390
C -1.659 -0.905 2.705
O -1.081 -0.260 3.811
C -3.195 -0.848 2.894
F -3.869 -1.048 1.766
F -3.527 0.374 3.354
F -3.587 -1.706 3.829
O -2.109 -4.527 0.879
C -1.861 -4.970 -0.477
C -3.008 -4.498 -1.361
H -4.576 -6.450 4.795
H -3.641 -5.035 5.241
H -4.710 -4.968 3.840
H -2.429 -6.953 4.012
H -3.274 -6.451 2.583
H 0.128 -3.370 3.050
H 1.215 -4.489 2.216
H 0.608 -3.618 0.102
H -0.698 -2.652 0.713
H 1.464 -1.644 2.148
H 2.301 -2.238 0.735
H -0.433 -1.650 -1.015
H -0.094 -0.003 -1.502
H 1.914 -3.224 -1.173
H 3.645 -3.739 -2.835
H 4.183 -2.178 -4.670
H 4.024 0.326 -5.420
H 2.355 0.122 -6.059
H 2.704 1.241 -4.775
H 1.169 0.455 -3.223
H 3.306 1.758 0.078
H 2.519 1.433 1.612
H 1.046 1.763 -1.001
H 2.419 3.863 0.392
H 0.740 4.292 0.332
H 2.202 5.036 -1.641
H 2.360 3.369 -2.067
H 0.464 5.040 -3.066
H -0.176 2.116 -2.881
H 1.156 2.696 -3.910
H -0.539 3.223 -4.158
H -0.805 4.998 -0.841
H -1.227 3.326 -1.234
H -1.703 4.669 -2.305
H -0.794 2.003 0.360
H -1.158 3.281 2.263
H 0.584 0.259 2.223
H -2.045 0.660 1.341
H -1.653 -0.839 0.584
H -1.422 -1.967 2.684
H -0.790 -0.945 4.422
H -1.769 -6.050 -0.533
H -0.948 -4.533 -0.882
H -2.808 -3.469 -1.669
H -2.962 -5.100 -2.268
H -3.971 -4.586 -0.869
C -4.390 6.026 -4.026
Cl -3.460 6.784 -2.730
Cl -4.618 7.133 -5.368
Cl -3.583 4.543 -4.561
H -5.363 5.758 -3.635
C 3.719 -1.886 4.577
Cl 3.030 -3.357 3.915
Cl 4.417 -0.881 3.309
Cl 2.478 -0.970 5.450
H 4.502 -2.153 5.275
C 4.276 -7.301 2.988
Cl 2.583 -7.091 2.520
Cl 5.098 -5.736 3.027
Cl 4.392 -8.113 4.543
H 4.760 -7.920 2.245
C 2.600 -12.210 4.698
Cl 4.181 -12.888 4.308
Cl 2.330 -12.217 6.441
Cl 2.447 -10.575 4.051
H 1.844 -12.831 4.237
C -3.803 -1.522 -4.430
Cl -3.598 -0.469 -5.824
Cl -4.011 -3.199 -4.928
Cl -2.421 -1.373 -3.330
H -4.691 -1.212 -3.896
C 6.822 2.177 0.462
Cl 8.484 1.663 0.712
Cl 5.691 0.934 1.018
Cl 6.504 3.708 1.280
H 6.667 2.321 -0.599
C 4.945 -1.289 -8.308
Cl 3.232 -1.312 -8.729
Cl 5.589 0.349 -8.364
Cl 5.205 -2.003 -6.709
H 5.477 -1.890 -9.034
C 2.021 -0.085 9.019
Cl 1.643 1.423 9.836
Cl 3.743 -0.456 9.128
Cl 1.053 -1.407 9.671
H 1.772 0.029 7.972
C -8.324 7.831 -7.527
Cl -7.369 7.086 -8.809
Cl -8.491 6.725 -6.159
Cl -7.601 9.358 -7.011
H -9.313 8.038 -7.915
C -0.454 -4.830 -4.505
Cl -0.526 -4.184 -6.143
Cl -0.512 -6.597 -4.523
Cl 0.997 -4.233 -3.666
H -1.322 -4.476 -3.966
C 6.730 2.019 9.953
Cl 7.696 1.163 11.151
Cl 5.878 3.376 10.688
Cl 7.740 2.569 8.611
H 5.994 1.333 9.559
C -1.943 -3.636 10.435
Cl -3.137 -2.508 11.076
Cl -1.044 -4.408 11.741
Cl -2.708 -4.849 9.402
H -1.247 -3.074 9.828
C 9.577 2.242 -8.095
Cl 8.888 0.720 -8.658
Cl 10.198 3.189 -9.444
Cl 8.377 3.166 -7.183
H 10.402 2.016 -7.433
C -1.223 2.655 7.427
Cl -0.163 1.801 6.285
Cl -1.665 1.608 8.768
Cl -0.448 4.129 7.999
H -2.126 2.930 6.899
C -8.479 10.013 -11.841
Cl -6.798 9.700 -12.273
Cl -8.680 9.994 -10.086
Cl -9.024 11.547 -12.514
H -9.089 9.224 -12.259
C -7.051 -3.882 12.001
Cl -5.705 -4.712 11.223
Cl -6.834 -2.130 11.921
Cl -8.587 -4.353 11.274
H -7.069 -4.170 13.043
C 8.838 6.419 8.046
Cl 10.478 6.125 8.620
Cl 7.952 7.446 9.173
Cl 8.856 7.135 6.431
H 8.326 5.468 7.987
C -11.272 6.726 -12.510
Cl -10.560 5.981 -13.939
Cl -10.056 6.939 -11.246
Cl -12.014 8.274 -12.914
H -12.042 6.067 -12.131
C -1.542 4.069 -7.624
Cl -1.575 4.682 -9.273
Cl -1.529 2.303 -7.605
Cl -0.150 4.708 -6.743
H -2.439 4.404 -7.120
```

Summary:
Kohn-Sham gap ... 7.86 eV
Spin multiplicity ... 1
E_HOMO ... -10.858 eV
Charge ... +1

=====

Entry from OMol25: 12 unconnected molecules or ions with the total composition C31H39Br2Cl33F4NO at a distorted geometry (the ωB97M-V functional and the def2-TZVPD basis).

```
111
C31H39Br2Cl33F4NO | OMol25 | the ωB97M-V functional and the def2-TZVPD basis
C -3.316 2.002 -1.095
C -3.200 1.584 -2.640
C -2.973 -0.011 -2.865
C -1.998 -0.619 -1.713
C -1.136 -1.891 -2.189
C -0.496 -2.759 -1.002
C 0.735 -2.075 -0.211
C 1.415 -0.828 -0.937
C 2.245 -1.147 -2.249
C 2.869 0.068 -2.987
C 2.645 1.493 -2.399
C 3.310 2.705 -3.253
O 3.698 2.259 -4.571
C 2.678 2.459 -5.529
F 1.372 2.525 -5.004
F 2.689 1.344 -6.430
F 2.897 3.601 -6.354
N 1.910 1.734 -1.160
C 1.814 3.167 -0.764
Br 0.377 4.209 -1.698
C 2.668 3.813 0.166
C 3.846 3.016 0.895
Br 2.319 5.765 0.448
C 1.285 0.645 -0.400
C 0.485 0.944 0.958
F -0.850 0.357 0.961
C 1.211 0.397 2.287
C 2.675 -0.217 2.060
H -4.155 1.456 -0.521
H -2.311 1.967 -0.528
H -3.624 3.118 -1.078
H -4.127 1.979 -3.183
H -2.289 2.156 -3.068
H -3.962 -0.581 -2.920
H -2.357 -0.078 -3.844
H -2.621 -0.888 -0.789
H -1.233 0.222 -1.493
H -0.400 -1.534 -2.986
H -1.876 -2.593 -2.737
H -1.305 -3.011 -0.233
H -0.109 -3.754 -1.442
H 1.566 -2.878 -0.113
H 0.439 -1.818 0.875
H 2.400 -2.215 -2.655
H 3.446 -0.145 -3.945
H 4.285 2.963 -2.685
H 2.680 3.655 -3.239
H 4.562 3.789 1.336
H 4.352 2.354 0.111
H 3.356 2.410 1.744
H 0.303 2.072 1.132
H 1.173 1.217 3.095
H 0.559 -0.463 2.707
H 3.181 -0.244 3.100
H 3.353 0.392 1.374
H 2.660 -1.320 1.716
C -1.993 -3.598 2.888
Cl -0.309 -3.056 2.797
Cl -3.094 -2.214 2.850
Cl -2.359 -4.719 1.570
H -2.134 -4.122 3.832
C 5.510 0.086 5.857
Cl 6.716 -1.170 6.159
Cl 5.886 0.965 4.367
Cl 3.887 -0.616 5.772
H 5.535 0.791 6.686
C -3.133 4.143 -5.469
Cl -2.028 2.921 -6.114
Cl -4.636 3.394 -4.919
Cl -2.374 5.027 -4.140
H -3.368 4.847 -6.264
C -4.893 3.548 2.439
Cl -4.331 1.871 2.514
Cl -3.668 4.643 3.097
Cl -5.297 3.996 0.775
H -5.793 3.635 3.046
C 1.229 -7.244 2.180
Cl 0.207 -7.750 0.827
Cl 1.550 -5.505 2.100
Cl 0.473 -7.665 3.723
H 2.178 -7.772 2.108
C -1.938 7.897 4.648
Cl -0.834 6.683 3.982
Cl -3.426 7.134 5.223
Cl -1.155 8.798 5.954
H -2.196 8.597 3.856
C 3.525 -3.747 -5.494
Cl 2.514 -4.278 -6.843
Cl 3.829 -2.007 -5.596
Cl 2.767 -4.164 -3.948
H 4.480 -4.265 -5.557
C -2.397 -4.017 -5.709
Cl -2.605 -2.310 -5.308
Cl -1.004 -4.670 -4.840
Cl -3.857 -4.938 -5.321
H -2.213 -4.100 -6.778
C -6.070 -5.272 4.124
Cl -4.375 -5.778 4.183
Cl -6.253 -3.634 4.767
Cl -6.688 -5.363 2.469
H -6.652 -5.951 4.745
C -7.577 0.765 -0.875
Cl -6.513 -0.135 0.217
Cl -8.126 2.265 -0.114
Cl -6.753 1.107 -2.403
H -8.449 0.149 -1.087
C 9.915 -1.149 8.951
Cl 8.719 0.151 9.054
Cl 10.258 -1.807 10.557
Cl 9.354 -2.427 7.863
H 10.837 -0.735 8.547
```

Summary:
Kohn-Sham gap ... 7.78 eV
Spin multiplicity ... 1
E_HOMO ... -12.024 eV
Charge ... +1

=====

Entry from OMol25: a single C5H5Cl3Si molecule at a distorted geometry (the ωB97M-V functional and the def2-TZVPD basis).

```
14
C5H5Cl3Si | OMol25 | the ωB97M-V functional and the def2-TZVPD basis
Cl 3.196 0.618 0.903
Si 1.768 0.645 -0.648
Cl 2.620 -0.443 -2.238
Cl 1.300 2.557 -1.383
C 0.173 -0.383 -0.294
C -1.102 0.145 -0.799
C -1.952 0.121 0.230
C -1.205 -0.307 1.433
C 0.030 -0.622 1.183
H 0.533 -1.290 -0.816
H -1.356 0.174 -1.848
H -3.027 0.264 0.121
H -1.774 -0.505 2.328
H 0.795 -0.973 1.828
```

Summary:
Kohn-Sham gap ... 9.64 eV
Spin multiplicity ... 1
Structure (SMILES) ... Cl[Si](Cl)(Cl)C1C=CC=C1
E_HOMO ... -9.304 eV